{
  "formula": "C18H52BaBeN3O24S5",
  "method": "ωB97M-V/def2-TZVPD",
  "species": ["Ba", "Be", "N", "H", "H", "H", "H", "N", "H", "H", "H", "H", "N", "H", "H", "H", "H", "C", "O", "O", "O", "C", "O", "O", "O", "C", "O", "O", "O", "O", "S", "O", "O", "C", "C", "C", "H", "H", "H", "H", "H", "H", "H", "H", "O", "S", "O", "O", "C", "C", "C", "H", "H", "H", "H", "H", "H", "H", "H", "O", "S", "O", "O", "C", "C", "C", "H", "H", "H", "H", "H", "H", "H", "H", "O", "S", "O", "O", "C", "C", "C", "H", "H", "H", "H", "H", "H", "H", "H", "O", "S", "O", "O", "C", "C", "C", "H", "H", "H", "H", "H", "H", "H", "H"],
  "coordinates": [[-3.603, 1.956, -2.043], [-0.220, 0.885, 0.447], [-1.786, 5.089, 0.381], [-1.131, 5.626, 0.931], [-1.470, 4.608, -0.449], [-2.620, 5.529, 0.020], [-2.210, 4.344, 0.915], [2.216, 4.287, 0.577], [1.609, 4.800, 1.200], [1.589, 3.860, -0.089], [2.729, 3.662, 1.182], [2.876, 4.885, 0.102], [-0.325, 3.162, 3.558], [-1.039, 2.873, 2.904], [0.515, 2.650, 3.331], [-0.672, 3.047, 4.499], [0.075, 4.075, 3.392], [-2.931, 2.112, 1.065], [-3.561, 3.070, 0.642], [-1.876, 2.315, 1.682], [-3.011, 1.008, 0.505], [2.482, 1.388, 1.531], [2.191, 0.400, 0.784], [3.525, 1.999, 1.458], [1.555, 1.841, 2.177], [-0.547, 2.866, -1.839], [-0.713, 1.636, -2.031], [-1.399, 3.744, -2.136], [0.420, 2.999, -1.094], [-0.314, -1.309, 1.790], [-0.010, -2.650, 2.348], [-0.792, -3.235, 3.465], [0.131, -3.701, 1.111], [-0.379, -5.103, 1.243], [0.643, -6.094, 1.773], [1.780, -2.699, 3.043], [-0.618, -5.333, 0.205], [-1.325, -5.082, 1.784], [1.061, -5.694, 2.697], [1.434, -6.235, 1.036], [0.064, -7.001, 1.948], [1.832, -2.368, 4.080], [2.458, -2.172, 2.372], [2.213, -3.699, 3.069], [-5.132, -2.163, 1.770], [-5.988, -1.341, 2.639], [-7.268, -1.865, 3.160], [-5.093, -0.817, 3.903], [-3.739, -0.477, 3.616], [-2.949, -0.948, 4.800], [-6.462, 0.371, 1.921], [-3.720, 0.613, 3.645], [-3.419, -0.847, 2.642], [-3.348, -1.846, 5.271], [-2.756, -0.201, 5.570], [-2.011, -1.351, 4.418], [-7.017, 0.349, 0.983], [-5.493, 0.868, 1.861], [-7.042, 0.942, 2.645], [-0.862, -1.165, -0.925], [-2.014, -1.512, -1.857], [-2.880, -0.539, -2.573], [-1.405, -2.626, -2.973], [-0.735, -3.796, -2.544], [-0.165, -4.332, -3.917], [-3.165, -2.643, -0.966], [-1.409, -4.565, -2.166], [0.099, -3.583, -1.875], [-1.038, -4.424, -4.563], [0.354, -5.291, -3.924], [0.541, -3.590, -4.293], [-3.362, -3.503, -1.606], [-4.039, -1.992, -0.985], [-2.825, -2.971, 0.016], [4.516, -0.896, -1.606], [3.691, -1.606, -2.601], [3.899, -1.508, -4.059], [3.615, -3.192, -2.213], [4.604, -3.767, -1.367], [3.842, -4.048, -0.048], [1.925, -1.123, -2.276], [5.445, -3.117, -1.128], [5.108, -4.595, -1.865], [3.288, -3.134, 0.168], [4.476, -4.002, 0.837], [3.180, -4.907, -0.160], [1.650, -1.164, -1.222], [1.410, -1.836, -2.919], [1.979, -0.130, -2.721], [3.270, 5.362, -1.652], [2.786, 5.610, -3.045], [3.480, 6.466, -4.006], [2.441, 4.144, -3.716], [3.499, 3.231, -3.879], [3.565, 2.365, -2.592], [1.092, 6.369, -2.852], [4.412, 3.751, -4.170], [3.410, 2.635, -4.788], [4.130, 3.008, -1.918], [4.021, 1.410, -2.856], [2.583, 2.135, -2.179], [1.081, 7.398, -2.494], [0.521, 5.791, -2.125], [0.574, 6.253, -3.804]],
  "lowdin_charge": [2.037, 1.019, 0.319, 0.143, 0.063, 0.146, 0.067, 0.306, 0.116, 0.054, 0.075, 0.088, 0.291, 0.028, 0.060, 0.146, 0.128, -1.092, -0.135, -0.076, -0.183, -1.071, -0.057, -0.004, -0.099, -1.058, -0.161, -0.196, -0.067, -0.341, 0.713, -0.315, -0.297, -0.219, -0.046, -0.058, 0.105, 0.113, 0.074, 0.074, 0.092, 0.069, 0.053, 0.049, -0.318, 0.710, -0.307, -0.262, -0.282, -0.054, -0.071, 0.113, 0.102, 0.096, 0.081, 0.047, 0.061, 0.025, 0.067, -0.341, 0.800, -0.524, -0.272, -0.269, -0.030, -0.058, 0.109, 0.108, 0.080, 0.084, 0.074, 0.074, 0.060, 0.078, -0.297, 0.680, -0.310, -0.285, -0.256, -0.051, -0.079, 0.109, 0.121, 0.062, 0.081, 0.066, 0.047, 0.039, 0.056, -0.350, 0.742, -0.283, -0.257, -0.260, -0.033, -0.089, 0.119, 0.122, 0.075, 0.062, 0.065, 0.071, 0.027, 0.070],
  "e_homo_ev": -9.34,
  "charge": 1,
  "orbital_gap_ev": 5.86,
  "energy_ev": -128380.8441,
  "lumo_ev": -3.5
}

{
  "formula": "CN4O3",
  "method": "ωB97M-V/def2-TZVPD",
  "species": ["O", "N", "O", "C", "N", "N", "O", "N"],
  "coordinates": [[-0.633, -1.063, -1.868], [-0.661, -0.074, -1.369], [-1.642, 0.818, -1.506], [0.167, 0.170, -0.051], [0.519, -1.042, 0.553], [0.820, -0.648, 1.767], [0.981, 0.646, 1.768], [0.450, 1.192, 0.706]],
  "nbo_charge": [-0.204, 0.537, -0.417, 0.289, -0.220, 0.150, -0.073, -0.062],
  "relative_energy_kcal_mol": 47.6,
  "e_homo_ev": -11.78,
  "charge": 0,
  "orbital_gap_ev": 10.49,
  "smiles": "O=[N+]([O-])c1nnon1",
  "energy_ev": -13131.7914,
  "lumo_ev": -1.3
}

{
  "formula": "C42H53IN3O9S",
  "method": "ωB97M-V/def2-TZVPD",
  "species": ["C", "C", "C", "C", "C", "C", "C", "C", "N", "C", "S", "C", "C", "C", "C", "C", "O", "O", "N", "C", "C", "C", "O", "C", "N", "C", "C", "C", "C", "C", "C", "I", "H", "H", "H", "H", "H", "H", "H", "H", "H", "H", "H", "H", "H", "H", "H", "H", "H", "H", "H", "H", "H", "H", "H", "H", "H", "H", "H", "H", "H", "H", "H", "H", "H", "H", "H", "H", "H", "H", "H", "H", "H", "C", "C", "C", "O", "C", "C", "C", "O", "H", "H", "H", "H", "C", "C", "C", "O", "C", "C", "C", "O", "H", "H", "H", "H", "C", "C", "C", "O", "C", "C", "C", "O", "H", "H", "H", "H"],
  "coordinates": [[-1.549, 1.838, 7.308], [-0.997, 0.425, 7.931], [-1.035, -0.832, 6.877], [-2.425, -0.949, 5.999], [-2.572, -2.474, 5.359], [-2.588, -2.457, 3.686], [-1.999, -3.842, 3.062], [-0.747, -3.703, 2.026], [0.017, -2.403, 2.076], [0.858, -2.127, 3.334], [1.010, -3.365, 4.775], [1.724, -0.715, 3.553], [2.576, -0.487, 4.945], [4.017, -1.297, 4.972], [1.662, 0.413, 2.366], [2.502, 1.813, 2.606], [3.858, 1.680, 2.626], [1.835, 3.132, 2.761], [0.775, 2.880, 3.567], [0.844, 3.918, 4.667], [-0.457, 3.078, 2.680], [-1.902, 2.606, 3.354], [-0.382, 3.584, 1.435], [0.781, 0.063, 1.004], [0.754, 1.129, -0.069], [2.096, 1.334, -0.734], [2.006, 1.738, -2.337], [-0.040, -1.392, 0.910], [-0.872, -1.637, -0.487], [-2.406, -1.063, -0.490], [-2.728, 0.085, 0.634], [-3.872, -2.731, -0.479], [-1.085, 2.705, 7.968], [-2.717, 1.915, 7.431], [-1.269, 2.026, 6.185], [-1.517, 0.104, 8.934], [0.148, 0.601, 8.202], [-0.168, -0.643, 6.096], [-0.774, -1.852, 7.439], [-3.311, -0.655, 6.716], [-2.329, -0.207, 5.093], [-3.608, -2.908, 5.762], [-1.746, -3.212, 5.787], [-2.132, -1.465, 3.270], [-3.748, -2.424, 3.408], [-2.879, -4.393, 2.473], [-1.697, -4.568, 3.933], [-1.144, -4.006, 0.956], [0.033, -4.558, 2.320], [0.839, -2.707, 6.006], [1.999, -0.820, 5.918], [2.856, 0.660, 5.124], [4.867, -0.581, 5.377], [4.296, -1.787, 3.937], [3.926, -2.177, 5.768], [1.830, 3.735, 5.279], [0.902, 4.975, 4.132], [-0.111, 3.829, 5.340], [-2.631, 2.302, 2.485], [-1.649, 1.694, 4.060], [-2.275, 3.524, 3.993], [-0.029, 1.009, -0.748], [2.586, 2.284, -0.201], [2.858, 0.451, -0.559], [2.648, 2.727, -2.513], [0.923, 1.985, -2.708], [2.547, 0.900, -2.991], [-0.899, -2.780, -0.830], [-0.264, -1.078, -1.348], [-2.563, -0.537, -1.551], [-3.103, -0.456, 1.601], [-3.666, 0.698, 0.221], [-1.881, 0.874, 0.801], [-3.914, -4.404, -7.033], [-3.172, -3.359, -6.653], [-3.129, -2.922, -5.244], [-2.451, -1.965, -4.896], [-3.936, -3.684, -4.271], [-4.679, -4.728, -4.650], [-4.722, -5.166, -6.060], [-5.400, -6.123, -6.408], [-3.958, -4.737, -8.062], [-2.573, -2.791, -7.355], [-3.893, -3.351, -3.241], [-5.277, -5.297, -3.949], [5.786, 4.817, -4.639], [6.529, 5.862, -4.259], [6.572, 6.299, -2.850], [7.250, 7.256, -2.502], [5.764, 5.537, -1.877], [5.022, 4.493, -2.256], [4.979, 4.055, -3.666], [4.301, 3.098, -4.014], [5.743, 4.484, -5.669], [7.127, 6.431, -4.961], [5.808, 5.871, -0.847], [4.423, 3.924, -1.555], [-1.322, -1.191, -11.191], [-0.195, -0.545, -11.504], [0.626, 0.109, -10.466], [1.657, 0.702, -10.752], [0.154, 0.021, -9.070], [-0.973, -0.625, -8.757], [-1.795, -1.280, -9.795], [-2.826, -1.873, -9.509], [-1.937, -1.676, -11.940], [0.165, -0.472, -12.523], [0.768, 0.505, -8.321], [-1.333, -0.699, -7.738]],
  "lowdin_charge": [-0.139, -0.250, -0.242, -0.187, -0.193, -0.200, -0.194, -0.182, -0.053, -0.299, 0.771, -0.037, -0.229, -0.123, 0.085, -0.175, 0.016, -0.060, -0.190, -0.025, -0.255, -0.010, -0.019, -0.023, -0.035, -0.234, -0.090, 0.027, -0.197, -0.699, -0.170, 0.851, 0.089, 0.088, 0.037, 0.118, 0.110, 0.073, 0.115, 0.124, 0.085, 0.124, 0.079, 0.080, 0.122, 0.112, 0.102, 0.110, 0.138, -0.098, 0.081, 0.124, 0.096, 0.097, 0.080, 0.121, 0.132, 0.095, 0.085, 0.061, 0.109, 0.102, 0.118, 0.136, 0.059, 0.085, 0.099, 0.106, 0.133, 0.105, 0.058, 0.109, 0.064, 0.038, 0.026, -0.379, 0.075, -0.004, 0.028, -0.378, 0.110, 0.129, 0.087, -0.001, 0.123, 0.025, 0.028, -0.378, 0.112, 0.030, 0.020, -0.376, 0.074, 0.124, 0.126, 0.125, 0.106, 0.025, 0.027, -0.381, 0.107, 0.027, 0.022, -0.376, 0.086, 0.124, 0.126, 0.124, 0.114],
  "e_homo_ev": -11.58,
  "charge": 1,
  "orbital_gap_ev": 6.97,
  "energy_ev": -86218.7957,
  "lumo_ev": -4.6
}

{
  "formula": "C5H7NO",
  "method": "ωB97M-V/def2-TZVPD",
  "species": ["C", "C", "C", "C", "N", "C", "O", "H", "H", "H", "H", "H", "H", "H"],
  "coordinates": [[-1.738, 0.264, 0.218], [-0.603, -0.757, 0.177], [0.713, -0.166, -0.286], [0.638, 0.614, -1.524], [0.528, 1.243, -2.488], [1.811, 0.144, 0.643], [1.850, -1.005, -0.188], [-1.502, 1.100, 0.885], [-2.659, -0.205, 0.576], [-1.934, 0.673, -0.778], [-0.434, -1.199, 1.166], [-0.857, -1.580, -0.501], [2.529, 0.924, 0.395], [1.657, -0.050, 1.705]],
  "nbo_charge": [-0.615, -0.403, 0.106, 0.258, -0.296, -0.080, -0.451, 0.209, 0.222, 0.221, 0.218, 0.222, 0.199, 0.191],
  "relative_energy_kcal_mol": 39.1,
  "e_homo_ev": -11.14,
  "charge": 0,
  "orbital_gap_ev": 11.96,
  "smiles": "CC[C@@]1(C#N)CO1",
  "energy_ev": -8834.5055,
  "lumo_ev": 0.8
}

{
  "formula": "C3H4F4S",
  "method": "ωB97M-V/def2-TZVPD",
  "species": ["C", "C", "C", "H", "H", "H", "H", "F", "F", "F", "F", "S"],
  "coordinates": [[0.121, 0.479, 0.306], [1.309, -0.438, 0.115], [-0.927, -0.399, 0.017], [-1.678, 1.911, -1.038], [-0.151, 0.893, 1.361], [1.469, -0.992, 1.366], [-1.162, -1.049, 1.017], [1.240, -1.459, -0.988], [2.459, 0.418, -0.051], [-0.729, -1.296, -1.128], [-2.246, 0.199, -0.036], [0.297, 1.733, -0.940]],
  "nbo_charge": [-0.588, 0.577, 0.561, 0.179, 0.281, 0.172, 0.169, -0.328, -0.353, -0.334, -0.362, 0.025],
  "relative_energy_kcal_mol": 75.8,
  "e_homo_ev": -9.83,
  "charge": 0,
  "orbital_gap_ev": 8.96,
  "energy_ev": -24874.9696,
  "lumo_ev": -0.9
}